{
  "formula": "C17H13F3FeO3S",
  "method": "ωB97M-V/def2-TZVPD",
  "relative_energy_ev": 0.000,
  "total_charge": 0,
  "spin_multiplicity": 5,
  "lumo_ha": [0.0129, -0.0849],
  "total_energy_ev": -77351.174,
  "gap_ev": [6.079, 6.624],
  "species": ["H", "H", "H", "C", "C", "F", "C", "C", "H", "C", "Fe", "C", "C", "H", "F", "H", "O", "H", "C", "C", "H", "H", "H", "F", "O", "C", "C", "C", "C", "H", "C", "H", "S", "H", "C", "C", "C", "O"],
  "coordinates": [[-2.3517, -0.5902, 2.4139], [-0.0271, -2.4895, -0.7638], [2.1565, 0.3810, -4.4030], [-4.5882, 0.4881, 3.5708], [4.2233, 0.0022, -1.2470], [-5.2575, 1.1488, 4.5615], [-1.1763, 1.2208, 2.0664], [1.8629, -0.1863, -3.5176], [-1.1091, -0.3917, -0.7028], [0.0611, -1.9493, -1.7178], [3.0174, -1.1834, -1.9345], [-3.3285, 1.1986, 3.1592], [-0.3636, -0.4400, -1.5145], [-1.9816, 4.2929, 3.2860], [-5.4543, 0.3673, 2.5133], [-0.9256, -0.1555, -2.4121], [5.0399, 0.6318, -0.7095], [-0.6987, -2.3439, -2.4107], [-2.3083, 0.4979, 2.5456], [4.2326, -2.3757, -2.3022], [2.4504, 1.4774, -2.3110], [-0.0754, 3.1041, 2.1664], [1.6910, -3.3174, -2.2580], [-4.3267, -0.7712, 4.0280], [2.8294, -1.9594, 0.8880], [-3.2531, 2.5734, 3.3931], [1.8085, -1.5800, -3.5498], [1.7887, 0.5753, -2.2824], [-1.0143, 2.5924, 2.4185], [2.1031, -2.1518, -4.4353], [2.8444, -1.7370, -0.2656], [0.9235, 1.2079, -0.4958], [0.0323, 0.4135, 1.2668], [-4.0804, 3.1009, 3.8460], [0.7703, 0.4908, -1.3266], [-2.0612, 3.2340, 3.0514], [1.4082, -2.2584, -2.3248], [5.1384, -3.1183, -2.2901]],
  "atomic_forces_ev_per_a": [[0.0, 0.6, -0.1], [0.0, 0.1, -0.2], [0.2, -0.3, 0.2], [-0.6, -0.5, 0.2], [2.8, 3.4, 1.6], [0.4, -0.6, -0.8], [-0.6, 0.2, 1.4], [-0.9, 1.2, -1.2], [0.5, -0.1, -0.4], [-0.6, 0.3, 0.3], [1.5, 0.8, -0.9], [-0.5, 0.1, 0.3], [-0.4, -0.9, -0.2], [0.1, -0.2, 0.0], [0.6, 0.0, 0.9], [0.3, 0.1, -0.1], [-1.5, -1.7, -0.9], [0.0, -0.2, 0.4], [0.1, 0.4, -0.4], [4.2, -3.4, -0.1], [-0.8, -0.7, 0.3], [-0.6, -0.3, 0.1], [-0.6, 0.3, -0.3], [-0.3, 0.9, -0.4], [-0.2, 0.5, -3.4], [1.0, -0.3, -0.5], [-0.5, -0.5, 0.8], [-1.0, 1.0, -0.7], [-0.5, -0.3, -0.2], [0.2, 0.3, 0.3], [-0.3, -1.2, 5.8], [-0.5, -0.6, -1.0], [1.0, -0.7, 1.2], [0.1, 0.0, 0.0], [1.9, 1.1, -1.0], [-0.3, 0.6, 0.2], [-1.7, -1.1, -1.0], [-2.4, 1.7, -0.4]],
  "mulliken_charge": [0.43, 0.30, 0.45, 0.89, 0.41, -0.27, 0.43, -0.65, 0.19, -0.82, 0.16, 0.04, -0.58, 0.36, -0.24, 0.47, -0.34, 0.36, -0.40, -0.02, 0.82, 0.41, 0.60, -0.26, -0.39, -0.74, -0.64, -0.69, -0.60, 0.41, 0.25, 0.65, 0.01, 0.44, -0.72, -0.47, 0.18, -0.41]
}